(w)
{
  "formula": "C8H16N2",
  "method": "ωB97M-V/def2-TZVPD",
  "species": ["C", "C", "C", "C", "N", "C", "N", "H", "H", "H", "H", "H", "H", "H", "H", "C", "C", "C", "H", "H", "H", "H", "H", "H", "H", "H"],
  "positions_angstrom": [[1.38, 0.21, -1.85], [0.25, -0.32, -0.98], [-0.88, -0.86, -1.82], [-1.13, -2.20, -1.99], [-2.12, -2.25, -2.95], [-2.38, -0.98, -3.33], [-1.61, -0.13, -2.70], [1.02, 0.98, -2.53], [1.71, -0.62, -2.49], [2.23, 0.47, -1.22], [0.54, -1.02, -0.19], [-0.22, 0.44, -0.35], [-0.68, -3.04, -1.49], [-2.66, -3.07, -3.16], [-3.13, -0.67, -4.03], [-0.54, 1.42, 2.55], [0.90, 1.73, 2.85], [1.80, 0.53, 3.14], [-0.87, 0.54, 3.11], [-1.22, 2.27, 2.48], [-0.74, 1.04, 1.53], [1.33, 2.42, 2.12], [0.91, 2.40, 3.72], [1.79, -0.10, 2.24], [2.84, 0.78, 3.34], [1.47, 0.01, 4.04]],
  "orbital_gap_ev": 9.47,
  "homo_ev": -8.56,
  "charge": 0
}

(x)
{
  "formula": "C8H16N2",
  "method": "ωB97M-V/def2-TZVPD",
  "species": ["C", "C", "C", "N", "C", "N", "H", "H", "H", "H", "H", "H", "C", "C", "C", "C", "H", "H", "H", "H", "H", "H", "H", "H", "H", "H"],
  "positions_angstrom": [[1.56, -2.94, 1.42], [0.09, -2.88, 1.13], [-1.00, -3.55, 1.58], [-2.09, -3.10, 0.90], [-1.63, -2.02, 0.15], [-0.34, -1.87, 0.24], [1.86, -1.97, 1.84], [1.96, -3.05, 0.41], [1.87, -3.72, 2.11], [-0.97, -4.24, 2.40], [-3.00, -3.46, 1.09], [-2.39, -1.48, -0.47], [-1.08, 2.84, -0.81], [0.40, 2.52, -1.38], [1.29, 3.54, -0.62], [0.57, 1.05, -1.03], [-1.02, 3.90, -0.61], [-1.18, 2.14, 0.03], [-1.86, 2.61, -1.55], [0.51, 2.67, -2.46], [1.12, 3.49, 0.44], [2.35, 3.35, -0.84], [1.12, 4.43, -1.20], [-0.28, 0.38, -1.28], [1.48, 0.61, -1.49], [0.69, 0.72, -0.01]],
  "orbital_gap_ev": 9.49,
  "homo_ev": -8.66,
  "charge": 0
}

(y)
{
  "formula": "C8H16N2",
  "method": "ωB97M-V/def2-TZVPD",
  "species": ["C", "C", "C", "N", "C", "N", "H", "H", "H", "H", "H", "H", "C", "C", "C", "C", "H", "H", "H", "H", "H", "H", "H", "H", "H", "H"],
  "positions_angstrom": [[-1.25, 2.76, 1.60], [-1.75, 2.18, 0.31], [-2.26, 0.96, 0.01], [-1.99, 0.72, -1.35], [-1.34, 1.84, -1.78], [-1.15, 2.73, -0.86], [-0.61, 2.01, 2.07], [-2.00, 2.83, 2.38], [-0.56, 3.58, 1.37], [-2.68, 0.29, 0.74], [-2.40, -0.03, -1.87], [-0.89, 1.92, -2.75], [1.21, -1.45, 1.45], [0.91, -1.60, -0.03], [1.25, -0.32, -0.85], [1.74, -2.73, -0.64], [0.99, -2.40, 2.02], [0.64, -0.73, 2.05], [2.28, -1.36, 1.68], [-0.15, -1.87, -0.14], [0.87, 0.60, -0.35], [2.33, -0.26, -0.87], [0.78, -0.54, -1.82], [1.79, -3.61, 0.01], [1.43, -3.00, -1.65], [2.82, -2.55, -0.73]],
  "orbital_gap_ev": 9.46,
  "homo_ev": -8.64,
  "charge": 0
}

Which one sits at the top of the stability order? (w) does.

(w)
{
  "formula": "C5H4S",
  "method": "ωB97M-V/def2-TZVPD",
  "species": ["C", "C", "C", "C", "C", "S", "H", "H", "H", "H"],
  "positions_angstrom": [[0.63, -2.33, 1.32], [0.16, -1.24, 0.92], [-0.10, 0.06, 0.68], [-0.41, 0.31, -0.66], [-0.35, 1.61, -1.08], [-0.47, 2.30, -2.59], [1.08, -3.21, 1.53], [0.20, 0.79, 1.32], [-0.48, -0.56, -1.21], [-0.26, 2.27, -0.23]],
  "orbital_gap_ev": 7.10,
  "homo_ev": -8.73,
  "charge": 0
}

(x)
{
  "formula": "C5H4S",
  "method": "ωB97M-V/def2-TZVPD",
  "species": ["S", "C", "C", "C", "C", "C", "H", "H", "H", "H"],
  "positions_angstrom": [[2.74, 0.03, -0.06], [1.14, 0.04, 0.13], [0.23, 1.15, 0.04], [-1.06, 0.67, -0.07], [-0.94, -0.78, -0.10], [0.33, -1.15, 0.12], [0.41, 2.32, 0.04], [-1.88, 1.29, 0.06], [-1.78, -1.41, -0.21], [0.82, -2.16, 0.05]],
  "orbital_gap_ev": 7.22,
  "homo_ev": -8.91,
  "charge": 0
}

Which one sits at the top of the stability order? (x) does.

(w)
{
  "formula": "C5H6N2O",
  "method": "ωB97M-V/def2-TZVPD",
  "species": ["C", "C", "C", "C", "C", "H", "H", "H", "H", "H", "H", "N", "N", "O"],
  "positions_angstrom": [[-1.62, 1.06, -1.75], [-0.97, 0.97, -0.42], [-0.09, -0.22, 1.46], [1.11, -0.75, 1.59], [0.89, -0.54, -0.67], [-1.33, 0.43, -2.60], [-2.27, 2.08, -1.66], [-1.31, 1.52, 0.56], [-0.88, 0.51, 2.06], [1.55, -1.51, 2.33], [2.11, -2.27, 0.31], [-0.02, 0.13, 0.13], [1.81, -0.84, 0.44], [1.02, -0.57, -1.80]],
  "orbital_gap_ev": 7.90,
  "homo_ev": -8.13,
  "charge": 0
}

(x)
{
  "formula": "C5H6N2O",
  "method": "ωB97M-V/def2-TZVPD",
  "species": ["H", "N", "C", "C", "C", "O", "C", "C", "N", "H", "H", "H", "H", "H"],
  "positions_angstrom": [[1.05, -1.54, -2.19], [1.58, -0.89, -1.62], [0.76, -0.34, -0.84], [1.11, 0.68, 0.20], [-0.21, 1.36, 0.54], [-0.26, 2.48, 0.98], [-1.27, 0.46, 0.14], [-1.03, -0.96, 0.67], [-0.67, -0.62, -0.76], [1.50, 0.13, 1.04], [1.85, 1.37, -0.08], [-2.25, 0.74, -0.15], [-0.27, -1.33, 1.36], [-1.87, -1.55, 0.71]],
  "orbital_gap_ev": 10.87,
  "homo_ev": -10.04,
  "charge": 0
}

(y)
{
  "formula": "C5H6N2O",
  "method": "ωB97M-V/def2-TZVPD",
  "species": ["C", "C", "C", "C", "C", "H", "H", "H", "H", "H", "H", "N", "N", "O"],
  "positions_angstrom": [[-0.95, 2.10, 0.92], [-0.27, -0.26, 0.76], [0.06, -1.26, -0.15], [1.06, -2.18, -0.88], [0.29, -0.38, -1.24], [-1.79, 2.30, 0.42], [-1.02, 1.68, 2.00], [-0.45, 3.10, 1.02], [-0.44, -0.47, 1.77], [2.03, -2.45, -0.41], [0.44, -2.90, -1.37], [-0.28, 0.93, 0.25], [0.10, 0.89, -1.07], [1.22, -1.11, -2.04]],
  "orbital_gap_ev": 9.70,
  "homo_ev": -8.85,
  "charge": 0
}

Which one sits at the top of the stability order? (x) does.

(w)
{
  "formula": "C5H6N2O",
  "method": "ωB97M-V/def2-TZVPD",
  "species": ["C", "C", "C", "C", "C", "H", "H", "H", "H", "H", "H", "N", "N", "O"],
  "positions_angstrom": [[-1.47, -0.49, 0.13], [-1.22, 1.07, 0.13], [0.13, 0.61, -0.50], [0.98, -1.48, -0.08], [-0.14, -0.68, 0.40], [-0.83, 1.36, 1.14], [-1.98, 1.70, -0.25], [-0.19, 0.48, -1.70], [2.22, 1.30, -0.38], [1.24, -2.53, 0.19], [0.09, -0.16, 1.46], [1.57, 0.68, -0.01], [2.07, -0.79, -0.18], [-2.47, -1.05, -0.35]],
  "orbital_gap_ev": 10.33,
  "homo_ev": -9.62,
  "charge": 0
}

(x)
{
  "formula": "C5H6N2O",
  "method": "ωB97M-V/def2-TZVPD",
  "species": ["N", "C", "C", "C", "N", "C", "C", "O", "H", "H", "H", "H", "H", "H"],
  "positions_angstrom": [[-0.79, 1.56, 0.18], [0.23, 0.61, 0.00], [1.61, 0.55, -0.22], [1.93, -0.89, -0.01], [0.85, -1.70, 0.04], [-0.18, -0.71, 0.20], [-1.46, -1.23, 0.14], [-2.53, -0.63, -0.22], [-0.60, 2.25, -0.67], [-0.37, 2.29, 1.01], [2.31, 1.42, -0.29], [2.98, -1.42, 0.03], [-1.68, -2.36, 0.18], [-2.29, 0.27, -0.37]],
  "orbital_gap_ev": 8.62,
  "homo_ev": -8.55,
  "charge": 0
}

Which one sits at the top of the stability order? (x) does.

(w)
{
  "formula": "C5H6ClN",
  "method": "ωB97M-V/def2-TZVPD",
  "species": ["Cl", "C", "C", "C", "C", "C", "N", "H", "H", "H", "H", "H", "H"],
  "positions_angstrom": [[2.78, -0.39, -1.23], [1.82, 0.40, -0.03], [0.49, -0.07, 0.02], [-0.29, -0.59, 1.07], [-1.64, -0.50, 0.78], [-1.69, -0.01, -0.50], [-0.38, 0.31, -0.92], [2.45, 0.23, 0.79], [1.33, 1.49, -0.46], [0.00, -0.58, 2.09], [-2.45, -0.91, 1.35], [-2.69, 0.22, -1.07], [0.28, 0.39, -1.90]],
  "orbital_gap_ev": 8.98,
  "homo_ev": -8.17,
  "charge": 0
}

(x)
{
  "formula": "C5H6ClN",
  "method": "ωB97M-V/def2-TZVPD",
  "species": ["C", "C", "C", "C", "C", "H", "H", "H", "H", "H", "H", "N", "Cl"],
  "positions_angstrom": [[-0.38, -0.72, 0.00], [0.72, -0.30, 1.00], [0.73, -0.30, -0.99], [0.91, 1.17, -0.66], [0.90, 1.19, 0.65], [-0.58, -1.82, 0.00], [0.77, -0.62, 2.04], [1.58, -1.91, 0.01], [0.77, -0.64, -2.01], [1.00, 1.99, -1.38], [1.00, 1.98, 1.38], [1.70, -0.90, 0.00], [-1.99, 0.06, 0.00]],
  "orbital_gap_ev": 10.48,
  "homo_ev": -9.53,
  "charge": 0
}

Which one sits at the top of the stability order? (x) does.

(w)
{
  "formula": "C6H6N2O2",
  "method": "ωB97M-V/def2-TZVPD",
  "species": ["C", "C", "C", "C", "C", "C", "H", "H", "H", "H", "H", "H", "N", "N", "O", "O"],
  "positions_angstrom": [[0.48, -0.45, 0.49], [0.30, 0.95, 0.24], [-0.86, 1.53, 0.07], [-2.01, -0.67, -0.03], [2.62, 0.16, -0.32], [2.17, -0.95, -0.58], [-0.65, -2.26, 0.24], [1.19, 1.59, 0.34], [-1.06, 2.59, 0.16], [-2.96, 1.14, -0.31], [3.18, 1.16, -0.58], [1.82, -1.98, -0.53], [-0.74, -1.23, 0.21], [-2.03, 0.74, 0.06], [1.55, -1.00, 0.72], [-3.00, -1.32, -0.19]],
  "orbital_gap_ev": 5.96,
  "homo_ev": -6.30,
  "charge": 0
}

(x)
{
  "formula": "C6H6N2O2",
  "method": "ωB97M-V/def2-TZVPD",
  "species": ["C", "C", "C", "C", "C", "C", "H", "H", "H", "H", "H", "H", "N", "N", "O", "O"],
  "positions_angstrom": [[2.26, 1.48, 0.01], [1.69, 1.85, -0.98], [0.17, 0.57, 0.51], [0.47, -0.74, 1.00], [-0.32, -1.79, 0.71], [-1.75, -0.47, -0.76], [2.66, 1.53, 1.12], [1.10, 2.05, -1.92], [-1.14, 1.43, -0.88], [1.30, -0.81, 1.64], [-0.20, -2.81, 1.06], [-2.04, -2.46, -0.29], [-0.92, 0.59, -0.37], [-1.39, -1.66, -0.16], [0.73, 1.60, 0.89], [-2.62, -0.38, -1.58]],
  "orbital_gap_ev": 7.95,
  "homo_ev": -7.49,
  "charge": 0
}

Which one sits at the top of the stability order? (x) does.